No. 1
68
Properties=species:S:1:pos:R:3:forces:R:3:mulliken_charge:R:1 method="wB97M-V/def2-TZVPD" total_charge=-2 homo_ev=-2.769 lumo_ev=3.9
Zn 0.050 1.898 -1.631 -0.1551 -0.6663 -0.3809 0.9068
C 2.927 4.031 -3.394 0.3407 -0.0978 -0.5129 -1.2971
C 1.850 3.102 -2.888 -0.6142 -0.0764 -0.2262 1.0232
O 2.141 2.049 -2.277 0.4900 -0.0465 0.3371 -0.4394
O 0.635 3.424 -3.027 0.1510 0.4471 0.0673 -0.6409
H 2.667 4.503 -4.341 -0.3842 0.0854 0.1664 0.3309
H 3.864 3.510 -3.591 -0.0222 -0.1459 0.3745 0.3024
H 3.088 4.808 -2.646 0.0391 0.0160 -0.0154 0.2755
C 2.352 -1.373 -3.678 0.6536 0.0988 0.4848 -0.3009
C 1.045 -1.471 -4.415 -0.6864 -0.5930 -1.4884 0.5028
O 1.036 -1.114 -5.619 0.1042 0.1163 0.4227 -0.7822
O 0.049 -1.970 -3.804 0.0657 0.7334 0.5228 -0.8000
H 2.766 -2.366 -3.484 -0.1987 -0.0865 0.0288 0.3270
H 2.203 -0.894 -2.708 0.0301 0.0274 -0.0259 -0.2332
H 3.090 -0.827 -4.264 -0.0607 0.1379 0.0485 0.2839
C -2.898 2.029 2.394 -0.6671 0.1608 -0.6048 -0.1400
C -4.104 2.871 2.872 0.1511 0.2770 0.8966 0.4834
O -4.396 2.749 4.091 -0.0315 -0.1350 -0.2720 -0.7679
O -4.643 3.621 2.032 0.0067 -0.0441 -0.3642 -0.7372
H -3.074 1.774 1.344 0.1665 -0.3093 0.1208 -0.0123
H -2.786 1.152 3.031 0.2824 -0.0068 -0.0290 0.0265
H -1.983 2.623 2.399 0.0537 0.0015 0.2624 0.1398
C -0.659 -1.243 0.855 0.2533 0.3222 0.6122 -1.0912
C -0.318 -0.082 -0.024 -0.4098 1.0799 -0.6501 1.1036
O -1.211 0.787 -0.270 -0.3594 -0.1143 -0.0048 -0.5753
O 0.835 0.119 -0.493 0.1440 -0.9172 0.2738 -0.1222
H -0.028 -1.098 1.736 0.1144 -0.4720 -0.0969 0.2544
H -0.474 -2.208 0.389 0.1279 0.0201 -0.0250 0.4872
H -1.674 -1.185 1.235 -0.1100 0.0126 -0.3577 -0.1232
O 2.305 -2.327 -0.013 -0.0041 -0.2577 0.1427 -0.7093
H 1.566 -1.729 -0.223 0.3370 0.1930 -0.1529 0.1340
H 3.088 -1.865 -0.333 -0.0896 0.0981 -0.0433 0.2736
O -0.313 -5.019 0.682 -0.4239 -0.1880 -0.3685 -0.6071
H 0.349 -5.151 1.360 -0.0104 0.2495 0.1755 0.2701
H -0.944 -4.393 1.074 0.4136 -0.1055 0.1237 0.3256
O 0.107 -2.052 3.985 0.1555 -0.0435 0.2993 -0.6861
H 0.778 -2.576 3.517 -0.0147 -0.0910 -0.1741 0.3593
H -0.662 -2.628 4.037 -0.0402 0.0336 -0.1360 0.2603
O -2.007 3.067 -1.763 -0.1519 0.1681 -0.0170 -0.4404
H -2.586 3.137 -2.527 0.0909 -0.0261 -0.0169 0.2225
H -2.593 2.978 -1.001 0.0920 -0.1140 0.0984 0.2891
O 0.310 3.140 0.022 -0.0768 0.4747 0.6019 -0.3826
H 0.897 3.875 0.219 0.1248 -0.1190 -0.1730 0.2123
H -0.012 2.817 0.874 -0.0469 -0.2206 -0.1194 0.1915
O 0.817 0.724 3.798 0.0406 -0.1178 -0.1662 -0.5956
H 0.541 1.043 4.661 -0.0638 0.0259 -0.0470 0.2718
H 0.499 -0.194 3.765 -0.0516 0.0613 0.1548 0.3859
O -0.654 0.644 -3.162 -0.4005 0.0733 0.0290 -0.2223
H -0.547 -0.331 -3.272 0.3864 -0.5863 -0.0553 0.2011
H -1.166 0.920 -3.926 0.1722 0.1028 -0.0539 0.1157
O 1.845 -3.655 2.355 0.1190 -0.3425 -0.0669 -0.6392
H 2.085 -4.578 2.470 0.1214 0.0766 0.0990 0.2887
H 2.052 -3.437 1.418 -0.0597 0.4728 0.1006 0.4131
O 2.972 1.523 1.551 0.2171 0.0682 0.1886 -0.6593
H 3.655 0.942 1.199 -0.1697 -0.0466 -0.2250 0.3209
H 2.231 0.931 1.729 -0.0478 0.1031 0.0243 0.1988
O -2.194 -3.891 2.536 -0.2257 0.1459 0.2408 -0.6684
H -2.600 -3.029 2.763 0.2089 -0.1171 -0.3557 0.3380
H -2.825 -4.305 1.938 -0.0161 -0.0085 0.0604 0.3022
O -3.639 -1.536 2.853 -0.3626 -0.0314 -0.0350 -0.6357
H -4.506 -1.949 2.776 -0.0398 0.1358 0.0551 0.2776
H -3.782 -0.613 2.598 0.2517 0.0305 0.1078 0.2786
O 4.309 0.545 -1.166 -0.0750 -0.1974 0.1889 -0.6571
H 3.416 0.823 -1.449 0.1864 0.0985 -0.0841 0.4303
H 4.703 1.360 -0.842 -0.0727 0.0753 -0.0707 0.2658
O -3.253 -1.097 -1.717 -0.2015 0.0695 -0.0074 -0.6697
H -2.652 -0.355 -1.560 0.1976 -0.0143 0.0864 0.2539
H -3.938 -0.980 -1.053 0.0556 0.0455 0.0268 0.3078

No. 2
19
Properties=species:S:1:pos:R:3:forces:R:3:mulliken_charge:R:1 method="wB97M-V/def2-TZVPD" homo_ev=-9.370 lumo_ev=-1.4
F 0.986 1.224 2.054 -1.2515 -0.9847 -1.5350 -0.2954
C 0.054 0.786 1.125 -2.3270 0.6518 -0.8662 0.2784
C -1.183 1.565 1.054 1.3132 -1.6489 -0.6235 -0.6728
C -2.286 1.158 0.114 1.6284 -0.9230 0.0026 0.5027
N -3.531 1.734 -0.117 2.4006 -3.3473 -1.0471 -0.6183
S -4.179 0.672 -1.249 0.7787 -0.1387 0.1611 0.2163
N -3.010 -0.495 -1.549 0.4680 3.3777 2.8020 -0.5607
C -1.979 -0.079 -0.700 -0.2090 -0.5974 -0.5578 0.6598
C -0.700 -0.866 -0.671 0.4542 2.1226 2.1511 -0.4953
C 0.342 -0.438 0.251 -2.3792 0.3262 -0.3532 0.0958
C 1.684 -1.243 0.299 -1.2351 -0.1145 -0.7020 0.7224
F 1.510 -2.341 -0.579 0.6433 1.3733 1.2374 -0.2945
F 1.977 -1.792 1.538 -0.1484 1.1246 -1.5854 -0.2782
C 2.861 -0.392 -0.323 0.5757 0.4686 -0.2803 0.1710
F 2.456 -0.050 -1.622 0.7006 -0.6696 1.8183 -0.2518
F 3.097 0.811 0.338 -0.6443 -1.6653 -0.5911 -0.2270
H -1.297 2.463 1.707 0.1924 -0.9954 -0.6320 0.3901
H -0.636 -1.753 -1.354 0.1545 1.0943 0.9258 0.3930
H 3.835 -0.964 -0.316 -1.1152 0.5457 -0.3248 0.2645

No. 3
75
Properties=species:S:1:pos:R:3:forces:R:3:mulliken_charge:R:1 method="wB97M-V/def2-TZVPD" homo_ev=-9.399 lumo_ev=-1.6
O 3.350 -1.004 0.677 -0.8052 1.3329 -0.6473 -0.4537
C 2.631 -0.069 0.449 0.6741 -1.5210 1.4505 0.4854
Br 2.836 0.846 -1.281 -0.7799 -0.2107 0.9029 -0.1418
C 1.611 0.372 1.562 -1.0297 0.9249 0.2467 -0.9085
C 0.108 0.185 1.170 -1.4144 1.4493 -0.3099 0.6808
C -0.824 1.317 1.095 -0.2156 -2.4551 -0.3620 -0.0760
F -0.382 2.625 1.337 -0.5511 -2.1259 -0.3713 -0.4507
C -2.310 1.167 0.749 1.0197 -3.1934 -0.0196 -0.6391
C -2.823 -0.180 0.483 1.8538 1.3316 0.5570 -0.0514
C -1.897 -1.368 0.552 2.1713 -0.3477 0.5431 0.2711
N -2.151 -2.712 0.365 1.0833 1.5013 0.5364 -0.5097
S -0.746 -3.576 0.600 -0.4022 2.4542 -0.0015 0.1206
N 0.356 -2.357 0.943 -3.4900 1.4370 -0.4940 -0.5600
C -0.411 -1.198 0.893 -0.6031 0.7491 -0.0120 0.5098
H 1.747 1.453 1.878 0.0408 -1.1748 -0.7362 0.3849
H 1.823 -0.240 2.491 -0.0745 0.4183 -1.3580 0.3256
H -3.004 2.051 0.712 1.0414 -1.0337 0.0390 0.3730
H -3.892 -0.376 0.223 1.0880 0.3767 0.3226 0.5301
O -5.363 -2.476 0.991 0.1073 -0.1492 0.2539 -0.7213
H -4.482 -2.824 0.799 0.0785 0.0014 -0.0952 0.3289
H -5.723 -3.097 1.638 -0.0600 -0.1514 -0.2673 0.3180
O 5.257 0.053 -3.393 0.1242 0.2426 0.0683 -0.4452
H 5.252 -0.186 -2.458 -0.0337 0.1249 -0.0450 0.2746
H 5.971 -0.477 -3.766 -0.2168 -0.0843 -0.0532 0.2413
O -0.722 1.482 -1.963 -0.1094 -0.0678 -0.2763 -0.5447
H -0.620 2.327 -1.503 0.0384 0.0364 -0.2221 0.2475
H -0.333 1.643 -2.831 0.4203 0.2133 0.3013 0.2878
O -1.727 0.292 4.307 0.1159 0.1545 0.2028 -0.6151
H -1.203 0.545 5.079 -0.0120 0.0970 -0.0817 0.3289
H -1.589 1.015 3.684 -0.0434 -0.1321 -0.0286 0.2682
O 0.337 4.464 -1.885 0.0313 0.1218 0.1173 -0.5679
H 0.878 4.725 -1.129 -0.0170 -0.1216 -0.0537 0.3000
H 0.435 5.195 -2.506 -0.0505 -0.1338 -0.0107 0.2704
O 5.929 -3.095 -2.838 0.0433 -0.2938 0.0590 -0.6533
H 5.845 -3.082 -3.803 -0.1758 0.1323 0.0796 0.3556
H 5.017 -3.103 -2.525 0.0949 0.0904 0.0027 0.2949
O 5.499 -6.283 -1.748 0.0255 0.1328 -0.0242 -0.6410
H 6.039 -6.021 -0.994 -0.0551 -0.0231 -0.0842 0.3194
H 5.595 -5.550 -2.369 0.0870 -0.0042 0.0946 0.3336
O 3.601 2.556 -4.835 0.2631 -0.0684 0.0944 -0.6093
H 3.889 2.609 -5.753 -0.0522 0.0179 0.0933 0.2869
H 4.216 1.925 -4.433 -0.1438 -0.2315 -0.1363 0.2924
O -1.816 -0.886 7.453 0.0757 -0.1979 -0.1249 -0.6231
H -0.925 -0.554 7.613 -0.1476 0.1032 0.0530 0.3136
H -1.943 -0.766 6.505 -0.1525 -0.1196 0.1058 0.3186
O -1.251 1.920 7.712 0.2505 0.1962 -0.1484 -0.5871
H -1.828 1.790 8.472 0.0561 -0.0357 -0.1148 0.2960
H -1.662 2.648 7.227 -0.0527 0.0638 0.2275 0.3060
O -4.065 2.429 7.055 -0.0886 -0.2045 0.0443 -0.6158
H -3.957 1.574 7.492 -0.0814 -0.0117 -0.1509 0.3180
H -3.880 2.241 6.127 -0.0408 0.0084 0.0847 0.2994
O 4.668 -2.208 -5.192 -0.1815 -0.1779 -0.3511 -0.5988
H 4.586 -2.196 -6.155 0.1387 -0.0027 -0.1053 0.2863
H 3.756 -2.215 -4.879 0.1243 0.1431 0.0805 0.2995
O -3.329 -2.016 -2.531 0.0966 0.3026 -0.0247 -0.6943
H -2.800 -1.788 -1.757 -0.1247 -0.1952 -0.0955 0.3120
H -3.166 -1.289 -3.150 -0.0111 -0.0390 -0.0881 0.3467
O 5.001 -1.666 -8.315 0.0979 0.0813 -0.0920 -0.6143
H 5.813 -1.158 -8.433 -0.0630 -0.0546 0.0955 0.3047
H 4.699 -1.838 -9.214 -0.0585 -0.0600 0.1369 0.3028
O -2.757 5.048 7.357 0.0138 0.2751 0.0238 -0.6047
H -3.337 4.917 8.116 0.0249 -0.1618 -0.1339 0.3090
H -3.164 5.776 6.874 0.0875 -0.0751 0.0202 0.3026
O -2.270 0.439 -4.295 0.2147 0.0495 0.0382 -0.6403
H -1.729 0.708 -3.539 -0.3652 -0.0612 0.1213 0.4017
H -2.179 1.166 -4.921 -0.1476 -0.1392 -0.0093 0.3088
O -6.418 -1.033 3.191 0.1071 0.0847 0.0126 -0.6307
H -6.180 -0.101 3.137 -0.0722 -0.1019 0.0518 0.3120
H -5.929 -1.444 2.460 -0.0259 0.3011 0.0077 0.4029
O -6.204 -2.775 -2.807 0.0120 0.1017 -0.1754 -0.6292
H -5.298 -2.473 -2.642 0.0571 -0.0820 0.0879 0.3884
H -6.326 -2.642 -3.754 -0.0220 -0.0487 0.1124 0.2961
O 5.118 2.827 -1.618 0.2579 0.2613 -0.0760 -0.5675
H 5.931 3.334 -1.734 -0.0706 -0.0514 0.0296 0.2610
H 4.819 2.658 -2.520 0.0241 0.0313 0.0816 0.2784